Below is a cluster of 2 separate species, C4H8O2 in total, with properties calculated with ωB97M-V/def2-TZVPD.

Calculated values
E_tot: -307.62961 Ha
structure (SMILES): O=CCO.C=C

```
! wB97M-V def2-TZVPD RIJCOSX def2/J DEFGRID3
* xyz 0 1
C -1.753 -1.042 -0.416
C -0.834 -0.912 -1.370
O -0.145 1.723 0.599
C 1.157 1.226 0.423
C 1.359 -0.090 1.150
O 2.098 -0.968 0.772
H -0.740 1.135 0.109
H -1.515 -1.489 0.547
H -2.784 -0.727 -0.565
H 0.191 -1.244 -1.221
H -1.076 -0.482 -2.340
H 1.841 1.963 0.863
H 1.444 1.095 -0.630
H 0.758 -0.188 2.081
*
```

***

Below is a structure of composition C54H59Cl2GeN2O7PTl, with properties calculated with ωB97M-V/def2-TZVPD.

Calculated values
<S²>: 0.79
E_tot: -6240.66747 Ha

```
! wB97M-V def2-TZVPD RIJCOSX def2/J DEFGRID3
* xyz -2 2
Tl 0.707 0.844 -0.243
C 2.206 0.796 -3.722
C 3.401 1.229 -2.866
C 4.675 0.549 -3.385
C 3.556 2.751 -2.944
O 3.132 0.813 -1.551
Ge 4.260 1.096 -0.052
O 3.738 -0.605 0.509
C 4.176 -1.242 1.690
C 4.493 -0.251 2.811
C 5.425 -2.068 1.358
C 3.052 -2.157 2.150
O 2.866 1.950 0.895
C 2.871 3.234 1.487
C 1.554 3.369 2.249
C 2.964 4.307 0.401
C 4.048 3.385 2.460
H 2.192 1.327 -4.677
H 2.238 -0.277 -3.924
H 1.277 1.011 -3.192
H 4.873 0.827 -4.424
H 5.533 0.837 -2.774
H 4.557 -0.534 -3.330
H 3.749 3.074 -3.971
H 2.645 3.232 -2.587
H 4.384 3.078 -2.313
H 5.316 0.408 2.521
H 3.615 0.358 3.020
H 4.776 -0.783 3.722
H 6.218 -1.411 0.995
H 5.788 -2.608 2.237
H 5.191 -2.793 0.576
H 2.176 -1.554 2.396
H 2.787 -2.852 1.353
H 3.335 -2.728 3.038
H 0.711 3.322 1.556
H 1.450 2.560 2.974
H 1.510 4.330 2.770
H 2.130 4.194 -0.292
H 2.922 5.310 0.835
H 3.902 4.201 -0.149
H 3.975 2.642 3.255
H 4.996 3.244 1.938
H 4.041 4.380 2.912
Cl -1.896 7.332 -4.761
C -1.374 6.120 -3.603
C -1.051 6.520 -2.297
C -0.632 5.593 -1.391
Cl -0.263 6.101 0.228
C -0.470 4.176 -1.691
O -0.033 3.383 -0.840
C -0.866 3.829 -3.037
C -0.930 2.461 -3.508
O -0.698 1.434 -2.901
C -1.289 4.805 -3.955
H -1.138 7.558 -2.005
H -1.242 2.390 -4.577
H -1.561 4.494 -4.958
N 2.679 -2.435 -1.510
C 2.136 -2.971 -2.629
C 2.840 -3.803 -3.484
C 2.226 -4.384 -4.606
C 0.913 -4.152 -4.906
C 0.157 -3.300 -4.064
C -1.209 -3.005 -4.292
C -1.877 -2.174 -3.443
C -1.178 -1.617 -2.350
N 0.079 -1.870 -2.104
C 0.755 -2.702 -2.936
H 3.680 -2.434 -1.408
H 2.253 -1.622 -1.089
H 3.884 -4.006 -3.276
H 2.819 -5.027 -5.246
H 0.441 -4.600 -5.772
H -1.706 -3.451 -5.147
H -2.921 -1.931 -3.588
H -1.682 -0.945 -1.664
O 0.137 0.155 4.059
C -0.829 0.155 3.294
O -0.865 0.507 2.077
C -2.156 -0.412 3.816
C -2.248 -0.744 5.164
C -3.435 -1.207 5.704
C -4.548 -1.342 4.886
C -4.463 -1.024 3.540
C -3.270 -0.566 2.977
P -3.157 -0.103 1.187
C -3.556 1.686 1.276
C -3.851 2.349 0.087
C -4.157 3.702 0.080
C -4.132 4.424 1.264
C -3.799 3.783 2.447
C -3.520 2.424 2.455
C -4.826 -0.773 0.661
C -5.990 -0.068 0.373
C -7.112 -0.712 -0.138
C -7.096 -2.079 -0.365
C -5.942 -2.801 -0.078
C -4.825 -2.151 0.415
H -1.356 -0.619 5.764
H -3.499 -1.456 6.758
H -5.489 -1.689 5.295
H -5.343 -1.135 2.920
H -3.824 1.802 -0.848
H -4.383 4.199 -0.855
H -4.342 5.487 1.257
H -3.743 4.345 3.372
H -3.251 1.942 3.386
H -6.034 0.998 0.560
H -8.004 -0.137 -0.358
H -7.969 -2.578 -0.768
H -5.909 -3.870 -0.257
H -3.918 -2.719 0.607
C -0.643 -2.813 1.241
C -0.426 -4.154 1.573
C -0.678 -4.644 2.878
C -0.438 -5.963 3.199
C 0.060 -6.847 2.242
C 0.316 -6.386 0.950
C 0.080 -5.071 0.616
H -0.407 -2.435 0.257
H -0.994 -2.105 1.977
H -1.056 -3.955 3.624
H -0.633 -6.313 4.206
H 0.257 -7.880 2.503
H 0.711 -7.065 0.204
H 0.295 -4.709 -0.383
*
```